Entry 1:
Computed, not measured: 5 unconnected molecules or ions with the total composition C5H22NO5 at a distorted geometry, with ωB97M-V with the def2-TZVPD basis set.

Calculated values
Highest occupied orbital energy: -13.85 eV
Relative energy (zero: lowest compared OMol25 entry of this formula, charge and spin): 2.312 eV
E_LUMO: -2.87 eV
Total charge: +1

Geometry (Å):
C (-0.984, 1.430, 0.168)
O (-2.341, 0.979, 0.079)
C (0.025, 0.425, 0.662)
C (1.500, 0.955, 0.804)
C (2.199, 1.349, -0.482)
C (2.382, -0.071, 1.528)
N (-0.003, -0.838, -0.148)
H (-0.696, 1.684, -0.854)
H (-1.040, 2.530, 0.495)
H (-2.462, 0.584, 0.956)
H (-0.290, 0.085, 1.669)
H (1.300, 1.834, 1.431)
H (1.515, 1.827, -1.207)
H (2.621, 0.536, -1.037)
H (2.992, 2.090, -0.359)
H (2.649, 0.005, 2.580)
H (2.111, -1.061, 1.163)
H (3.411, 0.078, 1.115)
H (-0.008, -1.659, 0.482)
H (-0.963, -0.779, -0.561)
H (0.700, -1.126, -0.864)
H (-3.123, 2.494, -2.898)
H (-2.580, 1.077, -2.713)
O (-2.305, 1.981, -2.912)
H (-3.060, -2.019, 1.070)
H (-1.794, -2.897, 0.783)
O (-2.189, -2.030, 0.664)
H (2.782, -0.672, -2.166)
H (1.637, -1.290, -3.120)
O (1.842, -0.755, -2.349)
H (0.485, -1.685, 3.110)
H (0.461, -3.195, 2.787)
O (0.341, -2.319, 2.401)

Atom charges from the Löwdin analysis, given in e for atoms 1 to 6: number 1, C, carries -0.22; number 2, O, carries -0.06; number 3, C, carries -0.25; number 4, C, carries -0.34; number 5, C, carries -0.06; number 6, C, carries -0.06

=====

Entry 2:
Computed, not measured: a gas-phase ion, C5H12N2O (charge +1) at a distorted geometry, with ωB97M-V with the def2-TZVPD basis set.

Calculated values
Highest occupied orbital energy (alpha / beta): -14.01 / -13.87 eV
Relative energy (zero: lowest compared OMol25 entry of this formula, charge and spin): 2.802 eV
2S+1: 2
E_LUMO (alpha / beta): -3.07 / -7.98 eV
Total charge: +1

Geometry (Å):
N (-0.391, -2.732, -1.494)
C (-0.626, -1.681, -0.491)
C (0.354, -0.432, -0.980)
N (-0.019, 0.627, -0.001)
C (-0.286, 1.860, -0.636)
C (0.877, 0.765, 1.191)
C (0.184, 1.312, 2.380)
O (0.747, 1.262, 3.416)
H (-1.186, -3.053, -1.877)
H (-0.093, -3.613, -1.059)
H (-0.444, -2.086, 0.534)
H (-1.597, -1.254, -0.391)
H (-0.030, -0.152, -1.909)
H (1.418, -0.713, -1.020)
H (-0.599, 2.704, 0.117)
H (0.509, 2.272, -1.252)
H (-1.084, 2.015, -1.290)
H (1.712, 1.409, 0.973)
H (1.311, -0.217, 1.403)
H (-0.755, 1.707, 2.387)

Atom charges from the Löwdin analysis, given in e for atoms 1 to 6: number 1, N, carries 0.03; number 2, C, carries -0.17; number 3, C, carries -0.05; number 4, N, carries -0.03; number 5, C, carries -0.04; number 6, C, carries -0.06

=====

Entry 3:
Computed, not measured: 2 unconnected molecules or ions with the total composition C3H11NO2S at a distorted geometry, with ωB97M-V with the def2-TZVPD basis set.

Calculated values
Highest occupied orbital energy: -8.45 eV
Relative energy (zero: lowest compared OMol25 entry of this formula, charge and spin): 1.299 eV
SMILES: N[C@@H](CO)CS.O
E_LUMO: 0.24 eV

Geometry (Å):
N (0.170, 0.996, 0.299)
C (0.829, -0.190, -0.063)
C (0.536, -1.463, 0.733)
O (0.594, -1.235, 2.119)
C (0.283, -0.654, -1.545)
S (0.216, 0.833, -2.641)
H (-0.858, 0.894, 0.433)
H (0.685, 1.386, 1.154)
H (1.961, -0.016, -0.250)
H (-0.462, -1.783, 0.418)
H (1.174, -2.275, 0.309)
H (-0.162, -1.206, 2.685)
H (1.003, -1.366, -2.027)
H (-0.857, -0.979, -1.566)
H (0.531, 1.718, -1.703)
O (-2.100, 0.724, 2.892)
H (-2.775, 0.936, 3.629)
H (-2.712, 0.331, 2.251)

Atom charges from the Löwdin analysis, given in e for atoms 1 to 6: number 1, N, carries -0.02; number 2, C, carries -0.47; number 3, C, carries -0.27; number 4, O, carries -0.05; number 5, C, carries -0.52; number 6, S, carries 0.63

=====

Entry 4:
Computed, not measured: a gas-phase ion, C2H7N4 (charge +1) at a distorted geometry, with ωB97M-V with the def2-TZVPD basis set.

Calculated values
Highest occupied orbital energy: -14.04 eV
Relative energy (zero: lowest compared OMol25 entry of this formula, charge and spin): 4.578 eV
SMILES: C1N=NNC[NH2+]1
E_LUMO: -4.17 eV
Total charge: +1

Geometry (Å):
C (-0.077, -1.179, -1.002)
N (0.144, -2.061, 0.079)
N (0.141, -1.808, 1.276)
N (-0.024, -0.572, 1.731)
C (0.289, 0.507, 0.761)
N (-0.427, 0.291, -0.519)
H (0.875, -0.997, -1.625)
H (-0.866, -1.425, -1.575)
H (0.339, -0.532, 2.664)
H (0.222, 1.359, 1.375)
H (1.454, 0.599, 0.556)
H (-0.128, 1.024, -1.260)
H (-1.437, 0.291, -0.187)

Atom charges from the Löwdin analysis, given in e for atoms 1 to 6: number 1, C, carries -0.09; number 2, N, carries 0.02; number 3, N, carries -0.01; number 4, N, carries 0.00; number 5, C, carries -0.14; number 6, N, carries 0.08